{"formula": "C18H15BBiI3N4O", "method": "ωB97M-V/def2-TZVPD", "lumo_energy_ev": -0.78, "total_charge": 0, "max_force_ev_per_a": 0.2, "e_above_lowest_kj_mol": 0.0, "gap_ha": 0.283, "species": ["Bi", "C", "C", "C", "C", "C", "H", "H", "H", "H", "H", "I", "C", "C", "C", "I", "C", "C", "C", "C", "N", "C", "C", "O", "H", "H", "H", "H", "B", "C", "N", "H", "H", "H", "I", "C", "C", "N", "N", "C", "H", "H", "H"], "coordinates": [[0.5328, -0.1217, 1.1810], [-1.1527, -0.1797, 3.1638], [-0.4958, -1.4423, 3.2739], [0.7784, -1.2159, 3.8311], [0.9173, 0.1683, 4.0753], [-0.2659, 0.8121, 3.6659], [-2.1713, -0.0252, 2.8395], [-0.9214, -2.3986, 3.0093], [1.5162, -1.9742, 4.0466], [1.7829, 0.6511, 4.5034], [-0.4829, 1.8667, 3.7487], [-2.7564, -1.6827, -2.7243], [-2.3852, 0.2617, -2.0921], [-2.9806, 1.3328, -2.7887], [-2.7614, 2.6264, -2.4147], [-3.6843, 4.1528, -3.4967], [-1.9182, 2.9113, -1.3090], [-1.6065, 4.2036, -0.8324], [-0.7794, 4.3628, 0.2429], [-0.2475, 3.2224, 0.8638], [-0.5201, 2.0122, 0.4455], [-1.3326, 1.8268, -0.6239], [-1.5594, 0.4662, -1.0103], [-0.9976, -0.5165, -0.3358], [-3.6189, 1.1131, -3.6330], [-2.0284, 5.0654, -1.3318], [-0.5264, 5.3445, 0.6162], [0.4171, 3.3077, 1.7166], [2.9985, -0.8661, -2.7300], [2.3261, -0.0338, -1.5808], [1.8339, 0.5777, -0.7223], [3.1138, -1.9951, -2.2941], [2.2565, -0.8230, -3.6866], [4.0757, -0.3642, -2.9506], [3.2160, -5.9574, -0.5120], [1.9778, -4.3181, -0.4413], [1.0214, -3.9504, -1.3661], [0.4738, -2.8149, -0.9218], [1.0137, -2.4188, 0.2334], [1.9375, -3.3231, 0.5389], [0.7205, -4.4018, -2.2955], [-0.2499, -2.2362, -1.3343], [2.5328, -3.2258, 1.4321]], "atomic_forces_ev_per_a": [[0.1, 0.1, 0.1], [0.1, 0.1, 0.0], [0.1, 0.2, 0.0], [-0.1, 0.1, 0.0], [-0.1, -0.1, -0.1], [-0.1, -0.2, 0.0], [0.0, 0.0, 0.0], [0.0, 0.0, 0.0], [0.0, 0.0, 0.0], [0.0, 0.0, 0.0], [0.0, 0.0, 0.0], [0.0, 0.0, 0.0], [0.0, 0.0, 0.0], [0.0, 0.0, 0.0], [0.0, 0.0, 0.0], [0.0, 0.0, 0.0], [0.0, 0.0, 0.0], [0.0, 0.0, 0.0], [0.0, 0.0, 0.0], [0.0, 0.0, 0.0], [0.0, 0.0, 0.0], [0.0, 0.0, 0.0], [0.0, 0.0, 0.0], [0.0, 0.0, 0.0], [0.0, 0.0, 0.0], [0.0, 0.0, 0.0], [0.0, 0.0, 0.0], [0.0, 0.0, 0.0], [0.0, -0.1, 0.0], [0.1, 0.1, 0.0], [0.0, -0.1, 0.0], [0.0, 0.0, 0.0], [0.0, 0.0, 0.0], [0.0, 0.0, 0.0], [0.0, 0.0, 0.0], [0.0, 0.0, 0.0], [0.1, 0.0, 0.0], [0.0, 0.0, 0.0], [0.0, 0.0, 0.0], [0.0, 0.0, 0.0], [0.0, 0.0, 0.0], [0.0, 0.0, 0.0], [0.0, 0.0, 0.0]], "lowdin_charge": [1.94, -0.27, -0.25, -0.22, -0.20, -0.25, 0.10, 0.10, 0.10, 0.10, 0.09, 0.98, -0.63, -0.22, -0.67, 0.93, -0.20, -0.03, -0.03, -0.11, -0.02, -0.16, -0.42, -0.34, 0.08, 0.06, 0.11, 0.12, -0.42, -0.23, -0.05, 0.00, 0.01, 0.01, 0.87, -0.78, -0.13, 0.01, -0.10, -0.19, 0.13, 0.06, 0.11]}



{"formula": "C18H15BGaN4O4Se2", "method": "ωB97M-V/def2-TZVPD", "lumo_energy_ev": -4.18, "total_charge": 1, "max_force_ev_per_a": 1.1, "e_above_lowest_kj_mol": 0.0, "gap_ha": 0.312, "species": ["Ga", "Se", "Se", "C", "C", "C", "C", "C", "N", "C", "C", "C", "C", "C", "N", "H", "H", "H", "H", "H", "H", "H", "H", "B", "C", "N", "H", "H", "H", "O", "C", "O", "C", "C", "C", "C", "C", "C", "N", "O", "O", "H", "H", "H", "H"], "coordinates": [[-0.8201, 0.0946, 0.3554], [0.8568, -1.5418, 2.1552], [-1.0077, -2.5510, 3.0415], [-2.2720, -2.3395, 1.6068], [-3.2917, -3.2791, 1.5993], [-4.2635, -3.2149, 0.6194], [-4.1882, -2.2211, -0.3444], [-3.1558, -1.3211, -0.2760], [-2.2128, -1.3625, 0.6962], [0.5317, 0.2122, 2.8687], [1.1607, 0.7084, 3.9854], [0.8239, 1.9922, 4.4039], [-0.1251, 2.7152, 3.7038], [-0.7106, 2.1505, 2.5855], [-0.3779, 0.9182, 2.1783], [-3.3014, -4.0569, 2.3508], [-5.0627, -3.9441, 0.5984], [-4.9187, -2.1463, -1.1370], [-3.0638, -0.5233, -0.9984], [1.8883, 0.1122, 4.5159], [1.3026, 2.4194, 5.2753], [-0.4067, 3.7143, 4.0044], [-1.4460, 2.6783, 1.9934], [-2.7330, 4.0340, -0.6137], [-2.2771, 2.5766, -0.4495], [-1.9164, 1.4956, -0.2419], [-1.6921, 4.6590, -0.6701], [-3.3739, 4.2856, 0.3866], [-3.3861, 4.1213, -1.6250], [-0.2249, -0.8502, -1.2932], [0.9192, -0.2860, -1.2105], [1.0869, 0.4926, -0.2180], [1.9872, -0.5449, -2.1886], [1.6847, -1.0699, -3.4431], [2.7031, -1.3150, -4.3487], [4.0222, -1.0648, -3.9969], [4.2924, -0.5523, -2.7427], [3.2998, -0.2734, -1.8303], [5.6988, -0.2936, -2.3571], [6.5582, -0.6585, -3.1278], [5.8963, 0.1237, -1.2346], [0.6541, -1.2749, -3.7005], [2.4742, -1.7075, -5.3301], [4.8376, -1.2610, -4.6776], [3.5494, 0.1498, -0.8683]], "atomic_forces_ev_per_a": [[0.3, -0.1, 0.3], [0.2, 0.0, 0.0], [-0.2, 0.0, 0.0], [0.1, 0.1, 0.0], [0.0, 0.0, 0.0], [0.0, -0.1, 0.1], [-0.1, 0.0, 0.0], [0.1, 0.0, 0.2], [-0.1, 0.1, -0.1], [-0.1, 0.0, -0.1], [0.0, 0.0, 0.0], [0.0, 0.0, 0.0], [0.0, 0.0, 0.0], [0.0, -0.2, -0.1], [0.0, 0.0, 0.0], [0.0, 0.0, 0.0], [0.0, 0.0, 0.0], [0.0, 0.0, 0.0], [0.0, 0.0, 0.0], [0.0, 0.0, 0.0], [0.0, 0.0, 0.0], [0.0, 0.0, 0.0], [0.0, 0.0, 0.0], [0.0, 0.3, -0.1], [-0.2, 0.4, 0.0], [0.1, -0.5, -0.1], [-0.1, -0.1, 0.0], [0.1, -0.1, 0.0], [0.1, 0.0, 0.1], [0.1, 0.1, -0.1], [0.0, 0.0, -0.1], [-0.1, -0.1, 0.0], [-0.1, 0.0, 0.1], [0.0, -0.1, 0.0], [0.0, 0.0, 0.0], [0.0, 0.0, -0.1], [0.0, 0.3, -0.1], [0.1, 0.2, 0.1], [0.1, -1.1, 0.5], [0.0, 0.4, -0.2], [-0.1, 0.4, -0.1], [0.0, 0.0, 0.0], [0.0, 0.0, 0.0], [0.0, 0.0, 0.0], [0.0, 0.0, 0.0]], "lowdin_charge": [0.31, 0.82, 0.79, -0.59, -0.09, -0.01, -0.01, -0.08, 0.01, -0.60, -0.05, 0.00, 0.00, -0.03, 0.00, 0.11, 0.13, 0.13, 0.11, 0.12, 0.13, 0.13, 0.12, -0.37, -0.12, 0.17, 0.03, 0.03, 0.03, 0.04, -0.51, 0.02, -0.11, 0.02, -0.03, 0.03, -0.11, 0.08, -0.35, 0.10, 0.09, 0.13, 0.12, 0.13, 0.14]}



{"formula": "C18H15ClCo", "method": "ωB97M-V/def2-TZVPD", "multiplicity": 5, "lumo_energy_ev": [3.28, 1.58], "total_charge": -1, "max_force_ev_per_a": 5.8, "gap_ha": [0.198, 0.201], "species": ["C", "C", "C", "H", "C", "C", "H", "H", "H", "H", "Co", "Cl", "C", "C", "C", "H", "C", "C", "H", "H", "H", "H", "C", "C", "C", "C", "C", "C", "C", "C", "H", "H", "H", "H", "H"], "coordinates": [[-1.7640, -1.5599, -0.2079], [-1.9333, -1.4831, -1.6141], [-2.2232, -0.1255, -1.9296], [-1.8449, -2.3165, -2.3069], [-2.1153, 0.6774, -0.7892], [-1.8050, -0.1925, 0.3258], [-1.9360, 0.0813, 1.3624], [-1.6255, -2.4617, 0.3679], [-2.5300, 0.2818, -2.8824], [-2.2581, 1.7635, -0.7625], [-0.4160, -0.3437, -1.0249], [1.7014, -1.0375, -1.2475], [1.0564, -0.7452, -3.9671], [0.4606, 0.5540, -4.0697], [-0.9051, 0.3819, -4.4310], [0.9623, 1.4997, -3.9064], [-1.1737, -1.0297, -4.4929], [0.0322, -1.7216, -4.2026], [0.1628, -2.7947, -4.1752], [2.0919, -0.9539, -3.7952], [-1.6305, 1.1768, -4.5895], [-2.1378, -1.4888, -4.7051], [0.2137, 0.2237, 0.6762], [0.8066, 0.5102, 1.7358], [1.3060, 0.6936, 3.0525], [1.9685, 1.8938, 3.3904], [2.2883, 2.1757, 4.7256], [1.9284, 1.2688, 5.7291], [1.3479, 0.0352, 5.3997], [1.0645, -0.2656, 4.0744], [2.1773, 2.6092, 2.5821], [2.8261, 3.1039, 4.9570], [2.1544, 1.5023, 6.7664], [1.1437, -0.7007, 6.1739], [0.6056, -1.2122, 3.7803]], "atomic_forces_ev_per_a": [[-1.5, 0.6, 1.1], [-1.5, -0.8, 0.2], [-0.8, 0.3, -1.0], [-0.1, 0.3, 0.3], [-1.9, 0.4, 1.5], [-4.5, -1.1, 0.1], [0.4, -0.1, -0.2], [0.3, 0.1, 0.0], [0.3, -0.2, 0.2], [0.1, -0.6, 0.1], [5.3, 0.5, -2.4], [1.1, -0.7, -0.6], [-1.0, 0.3, -0.3], [-1.8, 0.0, -0.8], [2.5, 0.8, 0.3], [-0.1, -0.2, 0.0], [2.0, -1.7, -0.1], [-1.8, 0.9, -0.8], [0.0, 0.1, 0.1], [0.2, 0.0, 0.0], [0.2, -0.2, 0.0], [0.3, 0.1, 0.1], [3.5, 1.9, 3.5], [-1.1, -0.8, -1.4], [-0.1, 0.3, 0.3], [0.0, 0.0, 0.3], [-0.2, -0.3, -0.5], [0.3, 0.0, 0.0], [0.3, 0.3, -0.3], [0.0, 0.4, -0.3], [0.0, -0.4, 0.5], [-0.3, -0.4, 0.0], [0.0, -0.1, -0.1], [0.0, 0.2, -0.1], [0.1, 0.3, 0.2]], "mulliken_spin": [0.02, 0.09, 0.12, 0.01, 0.08, 0.03, -0.05, 0.01, 0.00, 0.01, 2.29, 0.19, 0.38, -0.03, 0.29, -0.01, 0.27, 0.01, 0.00, 0.00, 0.00, 0.00, 0.04, 0.23, 0.00, 0.00, 0.00, -0.01, 0.00, -0.01, 0.00, 0.00, 0.00, 0.00, 0.00]}



{"formula": "C18H15F3NO4S2", "method": "ωB97M-V/def2-TZVPD", "lumo_energy_ev": 0.66, "total_charge": -1, "max_force_ev_per_a": 5.7, "e_above_lowest_kj_mol": 348.1, "gap_ha": 0.083, "species": ["F", "C", "F", "F", "S", "N", "C", "O", "C", "C", "C", "O", "H", "H", "H", "H", "C", "C", "C", "C", "S", "C", "C", "C", "C", "C", "C", "C", "O", "O", "C", "C", "H", "H", "H", "H", "H", "H", "H", "H", "H", "H", "H"], "coordinates": [[-4.1306, 0.7174, 1.9526], [-2.8579, 1.1830, 1.9889], [-2.9539, 2.4654, 1.6373], [-2.3803, 1.1007, 3.2748], [0.7167, 1.5589, -2.1026], [1.2726, 0.8834, 2.8290], [1.2968, -0.5389, 2.6471], [0.8719, -1.4270, 3.4110], [2.0921, -0.6428, 1.2718], [1.5735, 0.6666, 0.4877], [1.4669, 1.6049, 1.7330], [-0.1684, 2.5491, -1.2922], [3.2267, -0.6351, 1.4338], [1.8353, -1.5807, 0.7635], [1.1647, 2.7703, 1.6011], [0.4693, 0.4959, 0.0882], [1.6994, 6.6273, -2.7753], [0.5809, 5.8607, -2.4716], [0.6305, 4.4849, -2.7418], [1.8375, 3.8934, -3.1181], [2.4302, 2.1162, -3.3852], [2.1570, 1.1803, -0.8635], [3.5480, 0.5309, -1.0289], [4.5745, 0.8346, -0.1059], [5.6631, -0.0230, 0.0346], [5.7617, -1.1467, -0.7743], [4.8520, -1.3521, -1.8076], [3.7414, -0.5169, -1.9289], [1.6626, 1.2990, -4.3205], [3.8829, 1.9823, -3.4417], [2.9791, 4.6423, -3.1866], [2.8911, 6.0159, -3.1267], [1.6520, 7.7078, -2.8119], [-0.3255, 6.3695, -2.1260], [-0.2317, 3.8711, -2.5463], [2.2932, 2.2757, -0.8236], [4.5282, 1.7183, 0.5387], [6.4122, 0.1947, 0.7898], [6.6258, -1.7899, -0.7127], [4.9411, -2.1791, -2.5172], [3.0089, -0.7134, -2.7221], [3.9216, 4.1250, -3.3041], [3.7963, 6.5404, -3.3551]], "atomic_forces_ev_per_a": [[-1.7, 0.0, 1.1], [3.4, -3.4, -3.1], [-0.6, 2.5, 0.6], [-1.0, 0.8, 1.2], [-1.5, -0.6, 3.9], [-0.4, 2.9, -0.3], [0.9, -1.0, -0.3], [1.5, 3.3, -2.7], [-0.3, -0.5, -0.7], [-2.0, -0.6, 0.1], [-2.4, -1.6, 0.5], [3.1, -3.0, -1.3], [-1.7, 0.2, 0.0], [0.1, 0.2, 0.0], [1.2, -2.8, 0.8], [1.6, 0.0, 1.9], [0.2, 0.2, -0.3], [0.3, -0.2, -0.7], [-0.8, 0.0, 0.1], [2.3, -0.5, -0.9], [-2.8, 1.0, -0.5], [0.8, 0.9, 2.0], [-0.4, -0.3, -0.5], [-0.4, 0.0, -0.2], [-0.4, 0.2, -0.2], [0.3, 0.1, -0.7], [-0.4, 0.1, 0.0], [-0.1, -0.3, 0.2], [1.1, 0.3, -1.7], [-1.4, 0.8, 0.5], [0.4, 0.8, -0.2], [0.3, -0.1, 0.2], [-0.1, 0.0, 0.4], [0.2, -0.6, -0.2], [-0.1, 0.5, -0.5], [0.4, -0.1, 0.8], [-0.3, -0.3, -0.2], [0.0, -0.1, -0.1], [0.0, -0.2, 0.2], [0.2, 0.2, 0.4], [0.2, 0.1, 0.4], [0.1, 0.4, -0.3], [0.2, 0.7, 0.1]], "lowdin_charge": [-0.06, -0.70, -0.04, -0.08, 0.96, 0.10, -0.38, 0.06, -0.04, -0.26, -0.04, -0.49, 0.12, 0.11, 0.17, 0.14, -0.08, -0.04, -0.07, -0.27, 0.66, -0.37, -0.25, -0.05, -0.09, -0.10, -0.07, -0.05, -0.44, -0.30, -0.11, -0.08, 0.10, 0.12, 0.07, 0.09, 0.13, 0.10, 0.09, 0.11, 0.12, 0.10, 0.10]}